# C14H26Cl6O3

A cluster of 5 separate species, C14H26Cl6O3 in total in a non-equilibrium geometry (ωB97M-V/def2-TZVPD, OMol25).

Bonds (Å) are listed after each position.
Element x y z (Å)
1 C -1.692 -3.283 1.920  H8 1.090, Cl14 1.761, Cl16 1.779, Cl34 1.801
2 H -3.190 0.662 2.805  C20 1.090
3 H -3.124 1.445 0.806  C38 1.090
4 H 1.339 -1.343 0.427  C41 1.090
5 H 2.585 3.830 0.526  C47 1.090
6 H 4.792 -2.598 -5.388  C24 1.090
7 H 2.337 5.189 2.377  C27 1.090
8 H -0.632 -3.101 1.744  C1 1.090
9 C 0.422 3.677 0.468  H18 1.090, C26 1.542, C47 1.541, H49 1.090
10 O -5.147 1.047 2.903  C20 1.373, C43 1.401
11 H -3.534 2.058 3.681  C20 1.090
12 H -5.499 3.237 1.377  C17 1.090
13 H 3.135 -4.308 -5.214  C31 1.090
14 Cl -2.207 -2.474 3.397  C1 1.761
15 H 4.890 -5.250 -2.899  C30 1.090
16 Cl -2.549 -2.829 0.428  C1 1.779
17 C -5.104 2.293 1.002  H12 1.090, H28 1.090, C38 1.492, C43 1.499
18 H 0.451 4.493 -0.254  C9 1.090
19 H 1.858 3.682 3.322  C27 1.090
20 C -3.863 1.519 2.792  H2 1.090, O10 1.373, H11 1.090, C38 1.518
21 H 2.284 -3.671 -2.750  C36 1.090
22 H 3.169 -5.776 -3.230  C30 1.090
23 H 4.636 -5.288 -5.293  C31 1.090
24 C 4.806 -3.245 -4.511  H6 1.090, O25 1.464, C31 1.461, H35 1.090
25 O 4.165 -2.706 -3.311  C24 1.464, C36 1.469
26 C -0.467 4.090 1.658  C9 1.542, H37 1.090, O39 1.431, H42 1.090
27 C 1.683 4.321 2.457  H7 1.090, H19 1.090, O39 1.428, C47 1.516
28 H -5.194 2.108 -0.069  C17 1.090
29 Cl -0.511 0.203 0.021  C41 1.833
30 C 3.918 -4.989 -3.318  H15 1.090, H22 1.090, C31 1.530, C36 1.542
31 C 4.105 -4.502 -4.756  H13 1.090, H23 1.090, C24 1.461, C30 1.530
32 Cl 2.487 0.420 -0.521  C41 1.810
33 H 1.907 2.463 1.474  C47 1.090
34 Cl -1.878 -5.074 1.995  C1 1.801
35 H 5.844 -3.397 -4.213  C24 1.090
36 C 3.365 -3.729 -2.623  H21 1.090, O25 1.469, C30 1.542, H45 1.090
37 H -0.758 3.227 2.257  C26 1.090
38 C -3.681 2.151 1.423  H3 1.090, C17 1.492, C20 1.518, H48 1.090
39 O 0.379 4.903 2.476  C26 1.431, C27 1.428
40 H -6.867 1.264 1.706  C43 1.090
41 C 1.049 -0.671 -0.381  H4 1.090, Cl29 1.833, Cl32 1.810, Cl46 1.754
42 H -1.324 4.635 1.262  C26 1.090
43 C -5.787 1.131 1.659  O10 1.401, C17 1.499, H40 1.090, H44 1.090
44 H -5.549 0.239 1.080  C43 1.090
45 H 3.443 -3.773 -1.536  C36 1.090
46 Cl 0.826 -1.709 -1.778  C41 1.754
47 C 1.777 3.505 1.182  H5 1.090, C9 1.541, C27 1.516, H33 1.090
48 H -3.226 3.138 1.506  C38 1.090
49 H 0.128 2.786 -0.088  C9 1.090

## Properties
lowest unoccupied orbital energy (spin up / spin down)	-0.1054 / -0.3328	Ha
spin multiplicity	2
⟨S²⟩	0.7543
total charge	+1
E_HOMO (spin up / spin down)	-0.408 / -0.408	hartree
Kohn-Sham gap (spin up / spin down)	8.23 / 2.04	eV

# C8H32N8O10

A cluster of 8 separate species, C8H32N8O10 in total in a non-equilibrium geometry (ωB97M-V/def2-TZVPD, OMol25).

Bonds (Å) are listed after each position.
Element x y z (Å)
1 C -3.696 2.057 1.101  N7 1.290, N11 1.319, O35 1.190
2 H 1.970 0.525 -2.039  O23 0.957
3 O -0.768 1.690 -3.262  C27 1.218
4 O 2.717 -5.403 1.138  H9 0.960, C58 1.420
5 H 1.346 -1.287 3.481  C26 1.090
6 N 1.936 2.378 0.225  H13 1.010, C15 1.272, H44 1.010
7 N -4.504 2.753 1.826  C1 1.290, H8 1.010, H19 1.010
8 H -4.945 3.615 1.536  N7 1.010
9 H 2.514 -5.941 0.369  O4 0.960
10 H 1.910 1.765 3.231  C41 1.090
11 N -3.211 0.972 1.674  C1 1.319, H39 1.010, H54 1.010
12 H -1.120 2.669 0.690  N29 1.010
13 H 2.742 2.977 0.339  N6 1.010
14 H -0.423 1.034 4.125  O51 0.960
15 C 0.819 2.872 0.581  N6 1.272, N29 1.309, O34 1.208
16 C 1.162 -2.787 -2.586  N25 1.356, N33 1.284, O43 1.205
17 H -0.627 3.331 -5.104  N37 1.010
18 O -0.153 -0.233 2.453  C26 1.392, H38 0.960
19 H -4.752 2.392 2.737  N7 1.010
20 H 2.229 0.632 4.441  C41 1.090
21 H -1.502 0.190 -1.584  O36 0.957
22 H 0.630 -5.185 1.342  C58 1.090
23 O 1.446 0.156 -1.328  H2 0.957, H32 0.957
24 H 2.350 -3.038 -4.139  N33 1.010
25 N 1.298 -4.120 -2.378  C16 1.356, H30 1.010, H52 1.010
26 C 1.108 -0.322 3.036  H5 1.090, O18 1.392, C41 1.529, H49 1.090
27 C -1.413 2.692 -3.516  O3 1.218, N28 1.308, N37 1.248
28 N -2.071 3.451 -2.678  C27 1.308, H31 1.010, H56 1.010
29 N -0.305 2.314 0.210  H12 1.010, C15 1.309, H46 1.010
30 H 0.644 -4.488 -1.703  N25 1.010
31 H -2.288 3.051 -1.776  N28 1.010
32 H 0.813 -0.413 -1.766  O23 0.957
33 N 1.888 -2.357 -3.553  C16 1.284, H24 1.010, H55 1.010
34 O 0.742 3.881 1.241  C15 1.208
35 O -3.460 2.406 -0.012  C1 1.190
36 O -1.629 -0.188 -0.714  H21 0.957, H53 0.957
37 N -1.510 3.271 -4.616  H17 1.010, C27 1.248, H42 1.010
38 H -0.145 -0.954 1.819  O18 0.960
39 H -3.529 0.647 2.576  N11 1.010
40 H 0.439 -2.183 0.108  O45 0.960
41 C 1.420 0.969 3.793  H10 1.090, H20 1.090, C26 1.529, O51 1.402
42 H -2.095 4.093 -4.665  N37 1.010
43 O 0.271 -2.155 -2.079  C16 1.205
44 H 1.855 1.713 -0.531  N6 1.010
45 O 0.590 -2.364 1.039  H40 0.960, C47 1.383
46 H -0.318 1.461 -0.330  N29 1.010
47 C 1.716 -3.162 1.128  O45 1.383, H50 1.090, H57 1.090, C58 1.569
48 H 1.583 -4.605 2.628  C58 1.090
49 H 1.711 -0.267 2.130  C26 1.090
50 H 2.451 -2.583 1.687  C47 1.090
51 O 0.348 1.265 4.648  H14 0.960, C41 1.402
52 H 2.000 -4.752 -2.736  N25 1.010
53 H -0.744 -0.273 -0.359  O36 0.957
54 H -2.509 0.500 1.123  N11 1.010
55 H 1.776 -1.392 -3.829  N33 1.010
56 H -2.351 4.411 -2.820  N28 1.010
57 H 2.075 -3.012 0.110  C47 1.090
58 C 1.569 -4.669 1.540  O4 1.420, H22 1.090, C47 1.569, H48 1.090

## Properties
lowest unoccupied orbital energy (spin up / spin down)	0.0884 / 0.0877	Ha
spin multiplicity	2
⟨S²⟩	0.7503
total charge	-1
E_HOMO (spin up / spin down)	0.010 / -0.244	hartree
Kohn-Sham gap (spin up / spin down)	2.14 / 9.03	eV

# C4H4N2

The molecule C4H4N2 in a non-equilibrium geometry (ωB97M-V/def2-TZVPD, OMol25).

Bonds (Å) are listed after each position.
Element x y z (Å)
1 H -1.786 -0.521 -0.234  C7 1.091
2 C -0.385 1.282 -0.171  H3 1.078, C7 1.519, C10 1.288
3 H -0.489 2.315 -0.462  C2 1.078
4 H 1.880 -0.111 1.397  N9 1.012
5 H 0.588 -0.937 2.005  N9 1.010
6 N 0.221 -1.378 -2.578  C8 1.159
7 C -0.799 -0.141 -0.504  H1 1.091, C2 1.519, C8 1.462, C10 1.505
8 C -0.243 -0.822 -1.673  N6 1.159, C7 1.462
9 N 0.899 -0.049 1.639  H4 1.012, H5 1.010, C10 1.380
10 C 0.115 0.362 0.580  C2 1.288, C7 1.505, N9 1.380

## Properties
ΔE to the lowest compared entry with this formula, charge and spin	58.1	kcal/mol
lowest unoccupied orbital energy	0.0264	Ha
spin multiplicity	1
E_HOMO	-0.357	hartree
Kohn-Sham gap	10.45	eV